{
  "formula": "C3H5F5P2",
  "method": "the ωB97M-V functional and the def2-TZVPD basis",
  "species": ["C", "C", "C", "F", "F", "F", "F", "F", "P", "P", "H", "H", "H", "H", "H"],
  "xyz": [[0.1217, -1.9887, 0.7865], [2.5181, 0.5351, -0.1086], [-1.6238, 0.5178, 0.3930], [1.1820, -2.5387, 0.1200], [1.3642, 0.6024, -0.7461], [3.2829, 1.6116, -0.4939], [2.3538, 0.5115, 1.2281], [-2.2802, 0.4793, 1.5638], [-2.9568, 1.1613, -0.7448], [-1.0516, -1.1195, -0.2104], [-0.2339, -2.6753, 1.5145], [3.0094, -0.3406, -0.3676], [-1.8603, 1.5071, -1.6183], [-3.2419, 2.3859, 0.1093], [-0.5838, -0.6492, -1.4256]],
  "forces_ev_per_a": [[0.4, 0.3, -1.5], [0.8, 1.3, 0.4], [-1.3, -1.0, -0.8], [0.0, 0.3, 0.1], [-0.5, 0.5, 0.2], [-0.9, -0.8, 0.8], [-0.3, 0.7, -0.6], [0.4, -0.2, 1.8], [0.8, 0.9, 0.2], [-1.0, 0.3, 1.0], [-0.4, -0.3, 0.8], [1.1, -1.7, -0.7], [-0.9, 0.8, 0.0], [0.8, -1.1, -1.3], [0.7, -0.2, -0.2]],
  "nbo_charge": [-0.1179, 0.8770, -0.1580, -0.3510, -0.3219, -0.3383, -0.3215, -0.3706, 0.2373, 0.5640, 0.1773, 0.1062, -0.0124, 0.0171, 0.0126],
  "e_tot_ev": -35351.562,
  "relative_energy_kj_mol": 299.0,
  "gap_ev": [7.5, 7.4],
  "e_homo_ev": [-8.1, -8.0]
}

***

{
  "formula": "C12H30F4KN2O16P2S4",
  "method": "the ωB97M-V functional and the def2-TZVPD basis",
  "species": ["K", "N", "S", "O", "O", "F", "S", "O", "O", "F", "N", "S", "O", "O", "F", "S", "O", "O", "F", "C", "C", "O", "P", "O", "O", "C", "C", "O", "C", "C", "H", "H", "H", "H", "H", "H", "H", "H", "H", "H", "H", "H", "H", "H", "H", "C", "C", "O", "P", "O", "O", "C", "C", "O", "C", "C", "H", "H", "H", "H", "H", "H", "H", "H", "H", "H", "H", "H", "H", "H", "H"],
  "xyz": [[6.7789, 1.1233, -14.5684], [2.7373, 3.6866, -14.3420], [1.3519, 3.0654, -14.3168], [0.2237, 3.9192, -14.4582], [1.3015, 1.9241, -13.3274], [1.5144, 2.3770, -15.7811], [2.5462, 4.7665, -13.0623], [2.0789, 4.2519, -11.7689], [2.2148, 6.1334, -13.3803], [4.0977, 4.8996, -12.9045], [8.7196, 1.8687, -18.9618], [10.4297, 2.1245, -19.1693], [11.0473, 2.8227, -20.3110], [11.3312, 1.2224, -18.5044], [10.4156, 3.3187, -18.1101], [8.8423, 0.5775, -19.7209], [9.0175, -0.6123, -18.8946], [9.4212, 0.5813, -21.0972], [7.2444, 0.5375, -20.0233], [12.7377, 1.5769, -5.3031], [11.7874, 0.5909, -6.0165], [11.3704, 1.1042, -7.2798], [9.8100, 1.6599, -7.5639], [9.2686, 1.6785, -8.9506], [9.0213, 0.6395, -6.5893], [7.5806, 0.6101, -6.4134], [7.0249, 1.9167, -5.8961], [9.8124, 3.0777, -6.8577], [10.0730, 4.3061, -7.4470], [11.5487, 4.5151, -7.8654], [12.2350, 2.4921, -4.9905], [13.1063, 1.2868, -4.3192], [13.5945, 1.8519, -5.9183], [12.4000, -0.2560, -6.3256], [11.0490, 0.4089, -5.2356], [7.0040, 0.2581, -7.2688], [7.5332, -0.0564, -5.5522], [6.6585, 2.6898, -6.5715], [6.1264, 1.6193, -5.3556], [7.8623, 2.1040, -5.2240], [9.4681, 4.2730, -8.3531], [9.8571, 5.0433, -6.6737], [12.2376, 4.2692, -7.0573], [11.7754, 3.7497, -8.6076], [11.8032, 5.4054, -8.4404], [17.5836, -2.7240, -12.0858], [17.7055, -4.0660, -11.3978], [17.0294, -5.1527, -12.0825], [15.4345, -5.4011, -12.0314], [14.8136, -5.5346, -10.6250], [14.9537, -4.0568, -12.7600], [13.6783, -3.4335, -12.4664], [12.6162, -4.0884, -13.3673], [15.1396, -6.6648, -13.0191], [14.9735, -7.9839, -12.6958], [16.2629, -8.4492, -12.0195], [17.9640, -1.9289, -11.4445], [18.1832, -2.7240, -12.9961], [16.5390, -2.4766, -12.2744], [18.7944, -4.1036, -11.4281], [17.4256, -3.9678, -10.3490], [13.3209, -3.6125, -11.4523], [13.8576, -2.3611, -12.5430], [12.7923, -3.8654, -14.4196], [12.6150, -5.1479, -13.1111], [11.6672, -3.5522, -13.3779], [14.0780, -7.8862, -12.0822], [14.8201, -8.5519, -13.6134], [16.5035, -7.7392, -11.2283], [15.9739, -9.3884, -11.5478], [17.0730, -8.6802, -12.7113]],
  "forces_ev_per_a": [[-0.1, 0.2, -0.2], [0.8, 3.3, 2.4], [-2.1, -6.6, 0.5], [-0.3, 0.2, 0.2], [-0.5, 2.7, -3.0], [-0.4, -0.1, 0.7], [1.4, 1.4, 1.6], [0.6, 0.4, -2.6], [-0.5, -1.3, -0.4], [1.3, -0.2, 0.6], [4.5, 3.0, 0.2], [3.6, 5.1, 1.0], [-2.5, -1.6, 1.3], [-1.2, -0.8, -0.4], [-0.4, 0.4, 0.3], [-3.7, -6.8, -4.4], [0.2, 1.2, -1.0], [-0.8, 0.1, 3.4], [0.1, -0.5, -0.2], [0.0, 0.8, -0.1], [2.0, 0.8, 1.0], [-3.0, 1.0, -0.9], [0.7, -1.5, -0.1], [1.2, 0.1, 1.4], [0.4, 1.2, -1.0], [-0.2, 0.1, 0.1], [-0.1, -0.9, 0.5], [0.0, -2.0, 1.6], [1.2, 1.3, -1.3], [-0.1, -1.7, -0.5], [-0.4, 0.3, -0.6], [0.1, -1.0, -0.2], [0.0, 0.0, 0.0], [-0.5, -0.5, 0.6], [-0.6, -0.6, -0.9], [0.6, -0.4, -0.2], [-0.4, -0.4, -0.4], [0.9, 0.0, -0.2], [0.1, 0.2, 0.4], [-0.6, 1.5, 0.4], [-0.3, 1.1, 0.1], [-0.7, 0.1, -0.4], [0.0, 0.6, 0.2], [0.0, -0.4, -0.1], [-0.4, 0.5, 0.7], [-1.0, 0.4, -0.2], [0.2, 1.3, 0.1], [-0.2, -0.5, 0.0], [-1.1, 0.0, 3.0], [1.6, -0.1, -3.5], [-0.1, -0.9, 0.3], [-0.9, -0.7, -0.2], [0.5, 1.7, -0.7], [1.2, 5.4, -1.2], [0.7, -0.6, 1.1], [-1.5, -1.1, 0.6], [0.2, -0.1, 0.2], [-0.3, 0.1, -0.2], [0.2, 0.1, -0.3], [0.0, -1.8, 0.1], [-0.4, -0.5, -0.1], [0.7, -0.2, 0.3], [-0.2, -0.1, -0.5], [0.9, -0.8, -0.2], [-0.6, 0.1, -0.4], [-0.4, -0.4, 1.3], [0.0, -1.5, 0.5], [-0.4, 0.2, 0.0], [0.4, -0.2, -0.1], [0.4, -0.2, 0.3], [-0.1, 0.5, 0.0]],
  "mulliken_charge": [0.9885, -0.2834, 1.0698, -0.5516, -0.6037, -0.2943, 1.0458, -0.5464, -0.5683, -0.2624, -0.2691, 1.0686, -0.5658, -0.5488, -0.2831, 1.0874, -0.6038, -0.5595, -0.3203, -1.1809, -0.0130, -0.3144, 0.8530, -0.7374, -0.3278, -0.2589, -1.0442, -0.1893, -0.2955, -0.9936, 0.2670, 0.4053, 0.2902, 0.3276, 0.1946, 0.2740, 0.3127, 0.2646, 0.3624, 0.3084, 0.3598, 0.2551, 0.2316, 0.2747, 0.3740, -0.8322, -0.3107, -0.3090, 0.7868, -0.7173, -0.2581, -0.2826, -1.0393, -0.2636, -0.2218, -1.0529, 0.3713, 0.2564, 0.1310, 0.2848, 0.3273, 0.2993, 0.3475, 0.2871, 0.2286, 0.3951, 0.3034, 0.2701, 0.3730, 0.3650, 0.2612],
  "total_charge": -1,
  "e_tot_ev": -137786.281,
  "relative_energy_kj_mol": 818.0,
  "gap_ev": 7.2,
  "e_homo_ev": -7.2
}

***

{
  "formula": "C22H27N3O5PS3SbSc",
  "method": "the ωB97M-V functional and the def2-TZVPD basis",
  "species": ["Sc", "C", "O", "C", "C", "C", "C", "C", "C", "N", "N", "C", "C", "C", "C", "O", "C", "N", "C", "C", "C", "C", "H", "H", "H", "H", "H", "H", "H", "H", "H", "H", "H", "H", "S", "Sb", "S", "S", "C", "C", "O", "P", "O", "C", "C", "O", "C", "C", "H", "H", "H", "H", "H", "H", "H", "H", "H", "H", "H", "H", "H", "H", "H"],
  "xyz": [[0.2127, 0.2375, 0.4055], [4.3866, 7.2590, -1.5500], [3.4420, 6.3470, -2.0814], [2.1246, 6.5863, -1.8284], [1.6522, 7.5958, -1.0003], [0.2802, 7.7186, -0.8047], [-0.6028, 6.8224, -1.3728], [-0.1285, 5.8384, -2.2355], [1.2247, 5.7275, -2.4659], [-2.0100, 7.0787, -1.1272], [-2.8130, 6.1717, -0.9085], [-2.3849, 4.7860, -0.8172], [-3.0152, 3.8895, -1.6318], [-2.6621, 2.5210, -1.6592], [-1.6750, 2.0475, -0.8292], [-1.2416, 0.8015, -0.8005], [-1.0963, 2.9630, 0.1110], [-0.2171, 2.4127, 0.9984], [0.3111, 3.1614, 1.9362], [-0.0227, 4.5209, 2.0837], [-0.8953, 5.0893, 1.2002], [-1.4468, 4.3189, 0.1479], [5.3551, 6.9482, -1.9329], [4.4000, 7.2201, -0.4572], [4.1737, 8.2787, -1.8766], [2.3218, 8.2891, -0.5159], [-0.1109, 8.5183, -0.1894], [-0.8118, 5.1549, -2.7229], [1.6122, 4.9696, -3.1320], [-3.7856, 4.2590, -2.2960], [-3.1594, 1.8340, -2.3296], [1.0013, 2.6701, 2.6160], [0.4031, 5.0883, 2.8984], [-1.1870, 6.1234, 1.3159], [2.0477, -0.1337, 2.2237], [0.7638, -2.1840, 2.2282], [0.6108, -2.2171, -0.1288], [-1.0743, -0.6318, 2.4523], [4.6768, -1.1775, -3.2756], [3.5144, -0.9265, -2.3513], [2.8972, 0.3227, -2.7546], [1.6599, 0.8506, -1.8761], [2.2556, 1.6580, -0.6179], [3.0308, 2.8826, -0.6114], [4.4539, 2.6434, -1.0573], [1.1847, 2.0746, -2.8170], [0.4528, 1.7104, -4.0060], [0.6191, 2.7989, -5.0340], [5.1480, -2.1271, -3.0250], [5.4236, -0.3898, -3.1875], [4.3439, -1.2241, -4.3114], [3.8356, -0.8394, -1.3103], [2.7654, -1.7193, -2.4003], [2.9960, 3.2280, 0.4237], [2.5148, 3.6149, -1.2323], [4.9197, 1.8633, -0.4554], [5.0230, 3.5647, -0.9256], [4.5038, 2.3557, -2.1060], [-0.5942, 1.5798, -3.7219], [0.8300, 0.7584, -4.3878], [0.1749, 3.7347, -4.6940], [0.1226, 2.5108, -5.9602], [1.6732, 2.9693, -5.2507]],
  "forces_ev_per_a": [[0.3, -0.9, -0.1], [0.0, -0.1, 0.0], [-0.1, 0.0, 0.0], [0.1, -0.1, 0.0], [-0.1, -0.1, 0.0], [0.1, 0.0, 0.1], [-0.5, 0.2, 0.0], [0.1, -0.1, -0.1], [0.1, 0.0, 0.0], [0.6, 0.2, 0.0], [-0.1, -0.6, 0.1], [-0.2, 0.3, 0.1], [0.1, -0.2, 0.0], [0.0, 0.2, -0.1], [0.1, -0.1, 0.1], [-0.4, 0.5, -0.2], [0.0, -0.1, 0.1], [0.1, 0.1, -0.2], [0.0, 0.1, 0.1], [0.0, -0.2, 0.0], [0.0, 0.0, -0.2], [-0.1, 0.2, 0.1], [0.0, 0.0, 0.0], [0.0, 0.0, 0.0], [0.0, 0.0, 0.0], [0.0, 0.0, 0.0], [0.0, 0.0, 0.0], [0.0, 0.1, 0.0], [0.0, 0.0, 0.0], [0.0, 0.0, 0.0], [0.0, 0.0, 0.0], [0.0, 0.0, 0.0], [0.0, 0.0, 0.0], [0.0, 0.1, 0.0], [-0.4, 0.3, 0.4], [0.1, -0.4, -0.1], [0.0, -0.1, -0.1], [0.3, 0.3, 0.2], [0.0, -0.1, 0.0], [-0.1, 0.0, 0.0], [0.1, 0.1, 0.0], [-0.2, 0.0, -0.2], [0.1, 0.1, 0.0], [-0.1, 0.0, 0.1], [0.0, 0.1, 0.0], [0.2, 0.0, 0.1], [-0.1, 0.0, 0.1], [0.0, 0.1, -0.1], [0.0, 0.0, 0.0], [0.0, 0.0, 0.0], [0.0, 0.0, 0.0], [0.0, 0.0, 0.0], [0.0, 0.0, 0.0], [0.0, 0.0, 0.0], [0.0, 0.0, 0.0], [0.0, 0.0, 0.0], [0.0, 0.0, 0.0], [0.0, 0.0, 0.0], [0.0, 0.0, 0.0], [0.0, 0.0, 0.0], [0.0, 0.0, 0.0], [0.0, 0.0, 0.0], [0.0, 0.0, 0.0]],
  "nbo_charge": [1.0802, -0.2542, -0.4960, 0.2890, -0.2977, -0.1848, 0.0100, -0.2138, -0.2058, -0.1089, -0.1062, 0.0091, -0.1830, -0.2829, 0.3473, -0.7699, 0.0883, -0.4903, 0.0891, -0.2560, -0.1340, -0.0208, 0.2031, 0.1762, 0.1814, 0.2233, 0.2281, 0.2301, 0.2250, 0.2291, 0.2290, 0.2235, 0.2279, 0.2287, -0.5733, 0.9543, -0.7502, -0.4483, -0.6235, -0.0717, -0.8332, 1.7791, -0.8306, -0.0631, -0.6380, -0.8297, -0.0694, -0.6243, 0.2198, 0.2113, 0.2144, 0.1879, 0.2012, 0.1907, 0.2028, 0.2161, 0.2186, 0.2218, 0.1931, 0.1840, 0.2087, 0.2205, 0.2168],
  "spin_multiplicity": 2,
  "e_tot_ev": -106997.569,
  "s_squared": 0.7626,
  "gap_ev": [7.4, 5.5],
  "e_homo_ev": [-7.8, -7.8]
}